C3H9INS | ωB97M-V with the def2-TZVPD basis set

The energy above the lowest of the compared OMol25 structures with the same formula, charge and spin comes out at 175.81 kJ/mol. Its charge is +1. The calculation puts the energy at -23673.8571 eV. The calculation puts the HOMO-LUMO gap at 7.385 eV.

The geometry in XYZ format:
```
15
C3H9INS | OMol25 | ωB97M-V with the def2-TZVPD basis set
C -1.15 0.00 1.77
C 0.46 -0.27 -1.71
C 1.19 -0.93 -0.46
N 0.73 1.07 -1.78
S 0.99 -2.56 -0.10
I 2.68 0.33 0.29
H -1.36 -0.75 2.59
H -1.66 -0.33 0.91
H -1.55 0.97 2.08
H 0.99 -0.79 -2.57
H -0.59 -0.48 -1.61
H -0.02 0.02 1.55
H 1.45 1.44 -2.32
H 0.03 1.70 -1.54
H 2.24 -2.72 0.38
```